# C15H21BF11I2O

A cluster of 2 separate species, C15H21BF11I2O in total (ωB97M-V with the def2-TZVPD basis set, the OMol25 dataset).

Computed properties:
**Orbital gap**: 7.921 eV
**Energy relative to the best compared isomer or geometry (same formula, charge and spin)**: 270.7 kJ/mol
**Lowest unoccupied orbital energy**: 2.314 eV
**Maximum force**: 0.0651 Eh/bohr
**Total charge**: -1
**Electronic energy**: -64711.2573 eV

Geometry (Å):
C: 6.269 3.575 1.379
C: 5.292 3.193 0.168
C: 3.750 2.932 0.638
I: 2.892 4.951 0.715
B: 3.108 1.930 -0.514
C: 1.512 2.229 -0.854
C: 0.557 2.163 0.456
C: -0.771 1.317 0.250
F: -1.222 0.932 -1.024
C: -1.472 0.917 1.415
F: -2.296 -0.247 1.446
F: -1.412 1.672 2.601
C: 3.502 0.342 -0.348
I: 1.844 -1.095 -0.517
C: 4.278 -0.082 0.993
C: 5.905 -0.035 0.851
H: 7.376 3.336 1.175
H: 6.232 4.722 1.482
H: 5.892 3.155 2.365
H: 5.680 2.363 -0.512
H: 5.238 4.127 -0.503
H: 3.681 2.544 1.703
H: 3.659 2.291 -1.531
H: 1.117 1.572 -1.716
H: 1.351 3.292 -1.277
H: 1.173 1.748 1.330
H: 0.254 3.229 0.767
H: 4.212 0.051 -1.208
H: 3.901 0.396 1.951
H: 4.069 -1.209 1.131
H: 6.151 0.111 -0.248
H: 6.334 -1.037 1.210
H: 6.283 0.790 1.532
C: -4.612 -2.413 -0.352
C: -4.265 -3.617 -1.254
C: -4.824 -3.572 -2.676
F: -6.171 -3.567 -2.700
F: -4.437 -4.674 -3.369
F: -4.632 -4.761 -0.626
F: -2.905 -3.661 -1.348
O: -5.699 -2.594 0.568
C: -7.003 -2.334 0.099
C: -7.898 -3.575 0.152
F: -7.412 -4.569 -0.622
F: -9.140 -3.291 -0.310
F: -6.948 -1.780 -1.126
F: -7.508 -1.382 0.916
H: -3.743 -2.261 0.295
H: -4.702 -1.480 -0.913
H: -4.461 -2.694 -3.217
H: -7.983 -3.952 1.174